Version a
The following is a DFT calculation (ωB97M-V/def2-TZVPD) of C2H5N3OS2 as an isolated structure.

Results
* 2S+1: 1
* orbital gap: 8.1 eV
* LUMO: 0.36 eV
* HOMO level: -7.8 eV

Geometry (Å):
S (1.20, -0.51, 1.23)
H (0.18, -2.54, 1.43)
H (-1.06, 1.69, -2.04)
C (-0.09, 0.68, -0.45)
C (-0.29, -1.69, 1.11)
H (-1.02, -1.12, 1.80)
S (-0.84, -1.88, -0.39)
N (0.61, 0.83, 0.56)
H (1.25, 3.11, -1.43)
N (-0.80, -0.32, -0.92)
O (0.22, 3.11, -0.98)
N (-0.50, 1.86, -1.12)
H (0.40, 1.60, 1.13)



Version b
The following is a DFT calculation (ωB97M-V/def2-TZVPD) of one molecule with the formula C2H5N3OS2.

Results
* 2S+1: 1
* orbital gap: 9.2 eV
* LUMO: 0.50 eV
* structure (SMILES): [H]/N=C/N(O)C(=S)NS
* HOMO level: -8.7 eV

Geometry (Å):
N (-1.53, -2.18, 0.00)
S (2.45, -0.87, 0.00)
S (0.62, 1.91, 0.00)
O (-2.19, 1.26, 0.00)
C (-2.09, -1.02, 0.00)
H (-1.58, 2.02, 0.00)
H (2.60, 0.47, 0.00)
N (0.73, -0.78, 0.01)
C (0.00, 0.34, 0.00)
H (-3.15, -0.86, 0.01)
N (-1.36, 0.16, 0.00)
H (-2.18, -2.90, 0.02)
H (0.23, -1.67, 0.01)



Short version: version b is the most stable of them.



Version a
The following is a DFT calculation (ωB97M-V/def2-TZVPD) of a 2-piece molecular cluster, C2H10N2O2 overall.

Results
* 2S+1: 1
* orbital gap: 10.2 eV
* LUMO: 0.45 eV
* structure (SMILES): NCO.NCO
* HOMO level: -9.7 eV

Geometry (Å):
H (2.07, 1.61, 1.47)
H (0.93, 3.45, 0.83)
H (-0.72, -0.93, -2.28)
H (-0.58, 3.22, 2.50)
H (0.83, 0.62, 1.46)
H (0.07, 2.20, -0.01)
O (-0.85, 2.86, 1.64)
H (-0.69, -2.39, -3.06)
N (-0.96, -1.89, -2.23)
O (0.59, -2.77, -0.57)
H (1.04, -1.99, -0.25)
C (0.36, 2.54, 0.99)
H (-1.19, -3.53, -1.05)
N (1.11, 1.56, 1.75)
C (-0.74, -2.54, -1.00)
H (-1.28, -2.03, -0.19)



Version b
The following is a DFT calculation (ωB97M-V/def2-TZVPD) of a 3-piece molecular cluster, C2H10N2O2 overall.

Results
* 2S+1: 1
* orbital gap: 9.9 eV
* LUMO: 0.89 eV
* structure (SMILES): [H]/N=C/NC.O.O
* HOMO level: -9.1 eV

Geometry (Å):
H (0.93, -2.00, -1.40)
H (-6.81, 1.53, -1.59)
O (-7.11, 1.03, -0.82)
H (1.85, -3.59, -0.22)
H (0.65, -1.66, 1.46)
N (2.62, -3.34, 1.69)
H (3.02, -4.25, 1.49)
H (1.34, -0.40, -0.91)
H (2.42, 5.39, 0.53)
C (0.74, -1.26, -0.62)
H (1.91, 6.63, -0.08)
O (2.68, 6.05, -0.13)
H (-0.32, -1.10, -0.59)
C (1.95, -2.96, 0.68)
N (1.25, -1.77, 0.65)
H (-7.13, 1.69, -0.13)



Short version: version a is the most stable of them.



Version a
The following is a DFT calculation (ωB97M-V/def2-TZVPD) of H12NaO6 as an isolated structure.

Results
* total charge: +1
* 2S+1: 1
* orbital gap: 11.1 eV
* LUMO: -3.34 eV
* HOMO level: -14.4 eV

Geometry (Å):
H (2.64, -1.70, 0.53)
H (2.80, -0.67, -0.57)
H (-1.71, 0.49, 1.54)
O (-1.31, 1.03, -1.79)
H (1.83, 3.02, 0.31)
O (-1.22, 1.28, 1.73)
H (-0.91, 1.79, -2.22)
O (-1.86, -1.21, 1.22)
H (2.62, 2.39, -0.82)
H (-1.80, 1.80, 2.29)
H (0.27, -3.20, -0.61)
O (0.07, -2.27, -0.65)
O (1.88, 2.23, -0.23)
O (2.54, -0.77, 0.34)
H (-2.38, -1.76, 1.81)
H (-2.25, 1.22, -1.79)
H (-1.44, -1.84, 0.63)
H (-0.10, -2.10, -1.57)
Na (0.31, 0.28, -0.15)



Version b
The following is a DFT calculation (ωB97M-V/def2-TZVPD) of H12NaO6 as an isolated structure.

Results
* total charge: +1
* 2S+1: 1
* orbital gap: 10.4 eV
* LUMO: -3.53 eV
* HOMO level: -13.9 eV

Geometry (Å):
H (-0.38, -0.38, 2.84)
H (-0.69, -1.17, -2.87)
O (-0.87, 2.48, 1.42)
H (0.99, 0.58, -2.70)
H (2.61, 0.18, 0.43)
H (-2.63, -0.69, 1.29)
H (2.23, 0.04, -2.04)
Na (-0.39, 0.32, -0.08)
H (0.80, -1.32, 2.74)
H (-0.31, 2.82, 2.12)
O (0.25, -0.73, 2.21)
O (-0.91, -0.46, -2.27)
O (-2.33, -1.23, 0.55)
H (2.51, -1.21, -0.14)
H (-1.99, -2.03, 0.97)
O (1.91, 0.37, -2.87)
H (-1.03, 3.23, 0.85)
H (-1.87, -0.44, -2.27)
O (2.10, -0.35, -0.17)



Version c
The following is a DFT calculation (ωB97M-V/def2-TZVPD) of H12NaO6 as an isolated structure.

Results
* total charge: +1
* 2S+1: 1
* orbital gap: 11.8 eV
* LUMO: -3.44 eV
* HOMO level: -15.2 eV

Geometry (Å):
O (-4.36, -7.67, -8.94)
O (-5.36, -10.00, -10.75)
H (-7.06, -5.47, -10.24)
H (-6.16, -7.94, -12.89)
H (-4.28, -8.40, -8.25)
Na (-6.30, -7.96, -10.18)
H (-8.76, -9.62, -11.02)
H (-4.45, -10.25, -10.51)
O (-6.23, -5.69, -9.84)
H (-5.75, -10.79, -11.07)
O (-7.14, -8.66, -8.03)
H (-3.82, -7.90, -9.73)
H (-7.26, -9.29, -7.30)
H (-6.40, -6.46, -13.02)
H (-7.97, -8.18, -8.10)
H (-7.58, -9.36, -11.94)
O (-8.04, -8.95, -11.16)
O (-6.16, -7.15, -12.42)
H (-5.61, -5.28, -10.47)



Short version: version a is the most stable of them.



Version a
The following is a DFT calculation (ωB97M-V/def2-TZVPD) of a 2-piece molecular cluster, C2H2F2O overall.

Results
* 2S+1: 1
* orbital gap: 12.7 eV
* LUMO: 0.45 eV
* HOMO level: -12.3 eV

Geometry (Å):
H (0.12, 1.57, -0.79)
C (0.02, -0.60, -0.16)
F (0.39, -1.25, -1.20)
O (-1.16, -0.07, 0.01)
C (0.02, 0.78, 0.06)
H (0.25, 1.34, 0.89)
F (0.36, -1.76, 1.18)



Version b
The following is a DFT calculation (ωB97M-V/def2-TZVPD) of a 2-piece molecular cluster, C2H2F2O overall.

Results
* 2S+1: 1
* orbital gap (alpha / beta): 8.2 / 9.1 eV
* LUMO (alpha / beta): -1.86 / -1.59 eV
* HOMO level (alpha / beta): -10.1 / -10.7 eV

Geometry (Å):
H (-0.33, -0.57, -1.63)
H (1.27, -0.21, -0.75)
F (-1.54, -0.24, 1.30)
C (-0.55, 0.15, 0.50)
O (-0.43, 1.23, -0.25)
C (0.06, -0.01, -0.83)
F (1.52, -0.36, 1.66)



Short version: version a is the most stable of them.



Version a
The following is a DFT calculation (ωB97M-V/def2-TZVPD) of one molecule with the formula C23H26N2O6.

Results
* 2S+1: 1
* orbital gap: 8.9 eV
* LUMO: 0.35 eV
* structure (SMILES): CCOC(=O)c1c(C)[nH]c(C(=O)COC(=O)[C@H]2CC(=O)N(Cc3ccccc3)C2)c1C
* HOMO level: -8.6 eV

Geometry (Å):
O (-2.31, 0.45, 4.75)
C (1.94, 0.18, 3.08)
H (-0.57, 1.22, -5.66)
H (1.45, -1.90, -2.91)
H (-1.39, -2.43, 0.30)
C (-1.28, -0.06, 4.38)
C (2.29, -1.23, -2.71)
H (0.21, 0.12, 5.92)
C (-1.84, -1.45, 0.24)
C (-2.39, -0.87, 1.38)
H (0.62, 3.72, -0.42)
O (0.31, 0.09, -4.18)
N (1.69, 1.21, -0.02)
O (2.90, -0.59, 2.60)
H (-3.22, -1.32, 3.31)
H (-0.65, 2.68, 0.22)
C (1.86, -0.15, -1.80)
O (-0.66, 1.98, -3.45)
H (-1.45, -1.24, -1.85)
N (-1.19, -1.07, 3.48)
C (3.38, -0.61, 0.20)
C (0.10, 1.06, -3.27)
C (-1.88, -0.78, -0.97)
H (3.79, 1.02, 1.63)
H (0.31, 1.34, 4.65)
O (3.96, -1.59, -0.22)
C (-0.01, 2.87, -0.64)
C (1.06, -0.61, 4.03)
C (-2.96, 0.40, 1.29)
C (0.82, 1.67, -0.92)
C (-3.00, 1.06, 0.08)
H (2.61, -0.82, -3.66)
C (0.13, 0.28, 4.85)
H (-2.33, -0.48, -6.18)
H (-0.63, 3.09, -1.51)
H (0.16, -0.35, -6.14)
H (1.77, 1.58, 0.93)
H (-2.40, 0.02, -4.49)
H (1.72, -1.22, 4.66)
C (3.78, -0.07, 1.60)
C (-2.47, 0.47, -1.06)
H (-3.37, 0.85, 2.18)
C (2.34, 0.09, -0.50)
H (0.26, -2.57, 3.45)
O (1.76, 1.34, 2.77)
H (0.34, -1.41, 2.11)
H (-2.50, 1.00, -2.00)
C (-1.81, -0.51, -5.23)
C (0.90, 0.86, -2.06)
H (4.77, -0.47, 1.83)
H (-1.68, -1.54, -4.92)
H (-2.23, -2.64, 2.60)
C (-0.45, 0.16, -5.39)
C (-2.32, -1.55, 2.72)
H (-3.46, 2.04, 0.01)
C (0.14, -1.51, 3.18)
H (3.10, -1.80, -2.26)



Version b
The following is a DFT calculation (ωB97M-V/def2-TZVPD) of C23H26N2O6 as an isolated structure.

Results
* 2S+1: 1
* orbital gap: 8.5 eV
* LUMO: 0.36 eV
* HOMO level: -8.1 eV

Geometry (Å):
C (2.59, 1.70, -0.18)
C (3.04, 0.43, 0.40)
C (-2.37, 1.32, -0.33)
C (0.28, 4.02, 0.52)
N (-0.44, 2.63, 0.20)
H (-5.65, 2.25, -0.12)
C (0.24, -3.92, 0.20)
H (2.03, 3.95, -0.57)
O (-0.19, 5.03, 0.54)
C (5.38, 0.18, -1.17)
H (-2.42, 4.81, 0.76)
H (0.20, 1.99, 0.07)
C (-1.39, -4.77, 1.65)
O (2.36, 2.56, 0.64)
H (2.67, 0.32, 1.52)
C (-0.14, -4.84, 1.09)
C (1.71, 3.72, 0.51)
H (-0.68, -2.62, -2.39)
N (2.59, -0.64, -0.46)
H (-5.81, -1.38, -0.77)
H (6.40, -0.96, 1.04)
O (2.50, 1.94, -1.55)
H (-1.60, -5.35, 2.55)
C (-5.68, -0.27, -0.54)
C (-2.81, 3.64, 0.71)
H (4.81, -0.72, 1.99)
C (-4.11, 0.02, -0.81)
H (-4.80, 4.62, 0.67)
H (0.63, -5.50, 1.66)
H (5.04, 1.31, 0.66)
O (0.48, 0.11, -0.39)
H (-1.12, -1.31, -1.50)
H (6.33, 0.68, -1.30)
H (2.29, 4.29, 1.12)
H (-1.67, 0.59, -0.30)
H (3.26, -1.34, -1.00)
H (-3.37, -4.12, 1.34)
H (1.20, -4.04, -0.22)
C (4.60, 0.29, 0.25)
C (-2.35, -4.12, 1.21)
H (-2.83, -2.57, -0.08)
C (5.18, -0.99, 1.05)
H (5.03, -1.85, 0.60)
C (-3.72, 1.30, -0.34)
C (-0.43, -2.41, -1.53)
O (1.01, -1.80, -1.52)
C (-4.67, 2.42, -0.10)
C (-0.73, -2.99, -0.42)
C (-1.91, 2.63, 0.29)
C (1.19, -0.76, -0.52)
C (-2.15, -3.26, 0.21)
C (-4.11, 3.62, 0.29)
O (-3.36, -0.68, -1.37)
H (4.60, 1.11, -1.78)
H (-6.06, -0.15, 0.33)
H (-6.28, 0.47, -1.07)
H (5.19, -0.61, -1.71)



Short version: version a is the most stable of them.



Version a
The following is a DFT calculation (ωB97M-V/def2-TZVPD) of a 2-piece molecular cluster, C4H8N2S overall.

Results
* 2S+1: 3
* orbital gap (alpha / beta): 8.3 / 8.1 eV
* LUMO (alpha / beta): 0.53 / -2.04 eV
* HOMO level (alpha / beta): -7.7 / -10.1 eV
* expectation value of S²: 2.014

Geometry (Å):
H (-1.27, -1.75, -0.50)
C (-0.16, 0.03, -1.13)
N (4.13, 1.29, -2.26)
S (1.45, 1.66, 0.16)
C (3.51, 1.35, -1.30)
H (-2.28, -0.35, -0.69)
H (2.37, 0.23, 1.75)
H (-1.70, -1.24, -2.13)
H (2.00, 1.67, 2.61)
N (2.91, 1.23, -0.16)
H (0.78, -0.41, -1.37)
C (-1.40, -0.81, -1.17)
H (-0.27, 0.84, -1.86)
H (0.49, 0.71, 2.26)
C (1.52, 0.96, 1.89)



Version b
The following is a DFT calculation (ωB97M-V/def2-TZVPD) of a 2-piece molecular cluster, C4H8N2S overall.

Results
* 2S+1: 3
* orbital gap (alpha / beta): 7.7 / 4.3 eV
* LUMO (alpha / beta): 0.83 / -2.60 eV
* HOMO level (alpha / beta): -6.9 / -6.9 eV
* expectation value of S²: 2.004

Geometry (Å):
H (2.64, 0.00, -0.52)
H (1.83, -1.42, 0.53)
S (0.24, -2.32, -2.76)
C (1.75, -0.67, -0.26)
H (-0.83, 1.53, -1.16)
H (0.98, 1.34, -1.71)
H (-1.89, 1.47, 2.80)
H (1.71, -1.33, -1.15)
C (-0.23, -0.13, 0.93)
C (0.00, 0.79, -1.25)
H (-3.06, 0.01, 2.69)
H (-0.32, 0.10, -1.94)
N (-1.24, 0.07, 1.54)
C (-2.11, 0.49, 2.33)
N (0.52, 0.08, -0.08)



Short version: version a is the most stable of them.